[1]
ORCA calculation (ωB97M-V/def2-TZVPD) on a cluster of 3 separate species, C10H18ClO8P2 in total.

For the gap between HOMO and LUMO, the calculation gives 9.9 eV. The molar mass comes out at 363.65 Da. As for the total charge: +1. The value obtained for the energy above the lowest of the compared OMol25 structures with the same formula, charge and spin is 0.00 kcal per mole.

Positions of all 39 atoms, in Å:
O (-2.091, 0.295, 0.770)
C (-1.024, 0.166, 0.240)
C (0.246, -0.077, 1.062)
P (0.444, 1.206, 2.309)
P (2.303, 2.501, 2.059)
O (1.647, 3.952, 2.313)
Cl (2.356, 2.333, 0.035)
H (-0.887, 0.239, -0.850)
H (0.123, -1.019, 1.596)
H (1.129, -0.138, 0.427)
H (-0.719, 1.987, 2.319)
H (0.528, 0.631, 3.580)
H (0.705, 4.095, 2.168)
C (3.631, -4.127, 1.013)
C (3.091, -3.889, 2.396)
C (1.901, -4.743, 2.797)
O (1.186, -3.875, 3.695)
C (1.501, -2.614, 3.393)
O (0.948, -1.647, 3.841)
O (2.517, -2.557, 2.514)
H (2.876, -3.888, 0.262)
H (4.508, -3.511, 0.825)
H (3.917, -5.173, 0.904)
H (3.882, -3.957, 3.145)
H (2.163, -5.661, 3.313)
H (1.253, -4.967, 1.946)
C (-3.959, 3.981, -3.499)
C (-2.903, 3.055, -4.037)
C (-3.279, 1.585, -4.087)
O (-2.012, 0.936, -3.891)
C (-1.206, 1.786, -3.229)
O (-0.145, 1.484, -2.766)
O (-1.753, 3.010, -3.156)
H (-4.185, 3.737, -2.461)
H (-3.627, 5.017, -3.543)
H (-4.869, 3.887, -4.092)
H (-2.543, 3.391, -5.012)
H (-3.708, 1.266, -5.032)
H (-3.942, 1.307, -3.265)

***

[2]
ORCA calculation (ωB97M-V/def2-TZVPD) on a cluster of 2 separate species, C3H6Si in total.

For the gap between HOMO and LUMO (alpha / beta), the calculation gives 8.9 / 5.8 eV. The molar mass comes out at 70.17 Da. The value obtained for the energy above the lowest of the compared OMol25 structures with the same formula, charge and spin is 125.77 kcal per mole.

Positions of all 10 atoms, in Å:
C (-1.391, 0.653, 1.264)
C (-1.179, -0.048, 0.193)
C (-1.370, 1.434, -0.054)
Si (2.028, -1.672, -0.723)
H (-1.532, 0.844, 2.302)
H (-2.302, 1.811, -0.465)
H (-0.512, 2.070, -0.272)
H (2.849, -0.745, 0.026)
H (1.611, -1.342, -2.066)
H (1.798, -3.004, -0.206)